No. 1
Molecular formula: C31H82Cl3N3O16S
Method: DFT, wB97M-V/def2-TZVPD

Results
* HOMO level: -9.08 eV
* Kohn-Sham gap: 9.43 eV
* multiplicity: 1

Geometry as XYZ:
```
136
Properties=species:S:1:pos:R:3:lowdin_charge:R:1
C -5.231 3.622 -2.489 0.03
C -4.056 4.240 -2.518 -0.17
C -3.108 4.248 -3.683 -0.14
C -1.850 3.365 -3.506 -0.27
C -1.041 4.027 -2.403 -0.14
O 0.119 3.285 -1.940 -0.22
S 0.505 1.953 -2.666 0.67
O 0.855 2.270 -4.024 -0.25
O 1.531 1.365 -1.857 -0.23
C -1.054 1.047 -2.516 -0.35
C -1.449 1.149 -0.993 -0.18
C -0.548 0.653 0.142 -0.18
C 0.053 -0.748 0.075 -0.17
C 1.140 -0.888 1.147 -0.21
N 0.688 -0.422 2.469 0.03
C 1.459 0.597 3.107 -0.56
N 0.930 1.493 3.832 0.13
N 2.861 0.560 2.991 0.11
C -1.096 -0.416 -2.985 -0.58
Cl -2.563 -1.185 -2.423 0.80
C -0.255 -1.167 -3.712 -0.68
C 1.088 -0.788 -4.258 -0.11
Cl -0.702 -2.800 -4.091 0.74
C -2.194 1.883 -3.266 -0.22
C -2.724 1.284 -4.580 -0.15
C -1.737 1.203 -5.763 -0.23
C -1.711 -0.166 -6.455 -0.58
Cl -2.472 -0.125 -8.084 0.54
H -5.514 2.898 -3.247 0.06
H -5.949 3.825 -1.704 0.06
H -3.729 4.808 -1.649 0.08
H -3.627 4.014 -4.614 0.12
H -2.736 5.273 -3.799 0.13
H -1.277 3.454 -4.433 0.14
H -1.646 4.228 -1.517 0.12
H -0.668 4.991 -2.755 0.14
H -2.444 0.719 -0.915 0.05
H -1.604 2.213 -0.805 0.11
H 0.261 1.369 0.311 0.11
H -1.155 0.702 1.052 0.10
H 0.550 -0.942 -0.876 0.10
H -0.712 -1.514 0.244 0.11
H 1.995 -0.298 0.803 0.11
H 1.494 -1.919 1.202 0.10
H 0.649 -1.214 3.101 0.12
H -0.081 1.391 3.787 0.05
H 3.233 1.355 2.490 0.09
H 3.182 -0.294 2.553 0.06
H 1.767 -0.501 -3.458 0.07
H 1.550 -1.645 -4.744 0.08
H 1.021 0.000 -5.005 0.07
H -3.034 1.882 -2.565 0.13
H -3.183 0.311 -4.414 0.08
H -3.559 1.923 -4.881 0.11
H -2.045 1.925 -6.523 0.09
H -0.725 1.491 -5.479 0.08
H -2.272 -0.916 -5.902 0.05
H -0.697 -0.523 -6.625 0.06
C 2.005 -1.917 6.192 -0.15
O 2.376 -0.574 6.472 -0.13
H 1.962 -2.445 7.141 0.06
H 1.020 -1.967 5.717 0.07
H 2.739 -2.410 5.548 0.07
H 2.421 -0.103 5.630 0.04
C -3.573 -4.486 -0.808 -0.16
O -2.169 -4.514 -1.055 -0.14
H -3.778 -5.050 0.097 0.08
H -3.916 -3.454 -0.674 0.06
H -4.123 -4.942 -1.635 0.08
H -2.018 -3.984 -1.843 0.00
C 6.069 -1.410 7.476 -0.17
O 5.863 -0.010 7.547 -0.12
H 7.127 -1.592 7.649 0.08
H 5.489 -1.931 8.246 0.06
H 5.796 -1.803 6.492 0.08
H 4.924 0.151 7.396 0.06
C 3.020 -4.399 -2.227 -0.15
O 2.321 -3.211 -2.572 -0.14
H 3.766 -4.126 -1.488 0.07
H 2.356 -5.148 -1.786 0.08
H 3.530 -4.834 -3.091 0.08
H 1.661 -3.442 -3.231 0.01
C 4.089 -4.136 2.367 -0.14
O 3.606 -2.855 1.953 -0.14
H 3.306 -4.586 2.974 0.08
H 4.294 -4.772 1.508 0.06
H 4.997 -4.043 2.964 0.08
H 4.290 -2.446 1.416 0.08
C 7.006 -6.783 1.439 -0.15
O 6.572 -5.505 0.986 -0.14
H 6.197 -7.198 2.037 0.08
H 7.209 -7.461 0.606 0.08
H 7.899 -6.708 2.064 0.08
H 7.275 -5.122 0.455 0.08
C -3.456 -8.051 -1.587 -0.15
O -4.542 -7.669 -0.745 -0.13
H -2.911 -7.146 -1.845 0.06
H -2.781 -8.736 -1.068 0.08
H -3.822 -8.526 -2.501 0.08
H -5.026 -8.464 -0.511 0.07
C 4.390 2.076 -4.995 -0.16
O 3.600 0.986 -4.555 -0.13
H 5.270 1.663 -5.485 0.08
H 3.854 2.703 -5.715 0.08
H 4.721 2.702 -4.161 0.08
H 2.818 1.350 -4.123 0.01
C 3.124 -4.359 9.532 -0.16
O 4.037 -4.722 8.503 -0.13
H 2.286 -5.050 9.476 0.08
H 3.585 -4.442 10.520 0.08
H 2.755 -3.339 9.394 0.07
H 4.784 -4.119 8.537 0.05
C -3.770 7.031 0.831 -0.15
O -2.910 6.798 -0.280 -0.14
H -4.600 6.333 0.751 0.07
H -3.259 6.858 1.780 0.08
H -4.166 8.049 0.816 0.08
H -2.168 7.408 -0.223 0.07
C -4.397 0.210 1.155 -0.15
O -5.168 0.038 -0.027 -0.13
H -5.066 0.617 1.910 0.08
H -3.993 -0.738 1.520 0.08
H -3.574 0.916 1.011 0.06
H -4.605 -0.332 -0.712 0.02
C -7.215 7.538 2.676 -0.17
O -6.718 6.330 3.237 -0.13
H -6.427 8.281 2.773 0.07
H -7.453 7.414 1.615 0.08
H -8.102 7.898 3.202 0.07
H -7.400 5.658 3.162 0.07
C 1.988 6.367 -1.032 -0.15
O 0.855 6.483 -0.178 -0.13
H 2.386 7.368 -1.182 0.08
H 2.766 5.744 -0.584 0.08
H 1.711 5.950 -2.004 0.07
H 0.504 5.600 -0.030 0.06
```

***

No. 2
Molecular formula: B2H70NiO31
Method: DFT, wB97M-V/def2-TZVPD

Results
* HOMO level (spin up / spin down): -9.20 / -9.20 eV
* Kohn-Sham gap (spin up / spin down): 7.46 / 6.13 eV
* multiplicity: 3
* energy relative to the best compared isomer or geometry (same formula, charge and spin): 43.2 kcal per mole

Geometry as XYZ:
```
104
Properties=species:S:1:pos:R:3:lowdin_charge:R:1
Ni -3.828 -2.386 -1.334 0.94
B 0.268 -0.101 -0.176 -0.34
H -0.677 0.266 -0.547 -0.01
H 0.445 0.342 0.791 -0.02
H 0.406 -1.170 -0.134 0.00
H 1.061 0.334 -0.764 -0.01
B -4.846 -0.574 -0.484 -0.37
H -5.110 -0.760 -1.513 -0.03
H -3.826 -0.227 -0.424 -0.04
H -5.545 0.156 -0.106 0.01
H -4.883 -1.496 0.075 -0.02
O 2.863 1.081 4.097 -0.03
H 2.515 0.597 4.846 0.00
H 3.727 1.378 4.384 0.06
O -1.999 -2.477 2.840 -0.04
H -1.085 -2.542 3.115 -0.01
H -2.209 -1.547 2.922 0.01
O -2.018 1.600 -5.072 -0.05
H -2.023 1.820 -4.141 0.00
H -1.629 2.364 -5.497 0.05
O 0.070 -1.584 -2.882 -0.05
H 0.462 -1.211 -3.672 0.01
H 0.602 -1.240 -2.165 0.01
O -1.661 1.834 -2.052 -0.04
H -1.662 2.684 -1.612 0.03
H -1.176 1.258 -1.461 -0.02
O 2.519 -0.732 1.835 -0.03
H 1.661 -0.958 1.477 0.01
H 2.356 0.038 2.380 0.04
O -2.157 -1.883 -0.101 -0.04
H -1.471 -1.263 -0.348 0.00
H -1.982 -2.082 0.819 0.04
O 4.466 -0.331 0.345 -0.05
H 5.275 -0.579 0.793 0.06
H 3.768 -0.686 0.896 -0.03
O -1.172 1.992 4.750 -0.02
H -0.225 2.123 4.726 0.03
H -1.524 2.835 5.036 0.06
O 0.737 -2.904 3.059 -0.04
H 0.661 -3.093 3.994 0.05
H 1.672 -2.751 2.920 0.05
O 3.959 3.621 1.464 -0.04
H 3.134 3.175 1.654 0.02
H 4.159 4.106 2.265 0.05
O -2.713 -3.856 -2.331 0.01
H -2.073 -4.480 -1.986 0.11
H -3.375 -4.401 -2.755 0.09
O 4.030 -3.012 -1.047 -0.03
H 4.467 -3.614 -1.649 0.07
H 4.743 -2.607 -0.553 0.04
O -5.102 2.079 -2.488 -0.04
H -4.388 1.848 -1.894 -0.01
H -5.856 1.589 -2.160 0.02
O 0.498 3.222 -3.609 -0.04
H 0.393 4.008 -3.074 0.04
H 0.172 2.511 -3.058 -0.01
O 0.168 -5.878 2.906 -0.05
H 0.697 -6.647 2.696 0.03
H 0.695 -5.136 2.608 -0.01
O 3.012 1.556 -0.933 -0.05
H 2.091 1.319 -0.822 0.02
H 3.475 1.028 -0.282 0.03
O -1.418 0.405 2.183 -0.05
H -0.959 0.992 2.784 0.04
H -0.740 0.105 1.577 -0.03
O 1.601 -4.088 -3.464 -0.06
H 0.971 -3.646 -2.895 -0.02
H 2.356 -3.500 -3.488 0.00
O -3.683 0.233 4.401 -0.04
H -4.271 0.124 3.653 0.03
H -3.144 0.991 4.173 -0.01
O -3.684 1.643 1.424 -0.04
H -4.051 0.972 0.847 -0.02
H -2.887 1.246 1.777 0.00
O 1.345 -3.815 -0.182 -0.04
H 2.160 -3.315 -0.144 0.00
H 0.740 -3.331 0.380 0.00
O 3.458 -1.356 -3.430 -0.05
H 3.285 -0.422 -3.313 -0.03
H 3.469 -1.711 -2.541 -0.01
O 0.201 -0.247 -5.079 -0.03
H 0.818 0.413 -5.396 0.07
H -0.635 -0.007 -5.479 0.03
O 1.229 -0.865 5.241 -0.03
H 0.663 -1.635 5.186 0.03
H 1.975 -1.152 5.767 0.05
O -2.929 3.626 -0.085 -0.05
H -3.350 2.918 0.401 -0.03
H -3.631 4.008 -0.611 0.06
O -2.761 -1.257 -3.019 -0.02
H -1.827 -1.232 -2.815 0.02
H -2.884 -0.562 -3.667 0.07
O -0.286 2.991 1.020 -0.02
H -1.189 3.258 0.847 0.02
H -0.239 2.088 0.703 0.00
O 3.769 1.285 -3.379 -0.05
H 4.708 1.119 -3.296 0.06
H 3.442 1.272 -2.479 -0.03
O 3.616 4.104 -1.224 -0.08
H 3.535 4.288 -0.288 -0.02
H 3.411 3.172 -1.304 -0.04
O 1.170 4.424 2.857 -0.05
H 0.854 3.989 3.649 0.01
H 0.780 3.927 2.138 -0.03
```

***

No. 3
Molecular formula: C2H5MgO3Sn
Method: DFT, wB97M-V/def2-TZVPD

Results
* HOMO level (spin up / spin down): -6.01 / -8.29 eV
* Kohn-Sham gap (spin up / spin down): 6.30 / 7.89 eV
* multiplicity: 2
* energy relative to the best compared isomer or geometry (same formula, charge and spin): 0.0 kcal per mole

Geometry as XYZ:
```
12
Properties=species:S:1:pos:R:3:lowdin_charge:R:1
O -0.031 1.005 -1.075 -0.47
C 0.381 1.895 -0.071 -0.33
C 0.157 1.276 1.340 -0.33
O -0.025 -0.109 1.177 -0.53
Mg 1.207 -1.097 -0.153 0.66
H -0.083 2.896 -0.136 0.12
H 1.470 2.060 -0.202 0.11
H -0.726 1.712 1.845 0.11
H 1.007 1.519 2.003 0.12
Sn -1.279 -0.235 -0.312 1.01
O -0.525 -1.970 -0.735 -0.50
H -0.677 -2.641 -1.396 0.03
```

***

> The lowest multiplicity belongs to which entry?

C31H82Cl3N3O16S

***

> Look up the multiplicity of the second one.

3

***

> The lowest multiplicity belongs to which entry?

C31H82Cl3N3O16S

***

> Which of these has the lowest multiplicity?

C31H82Cl3N3O16S